Below is an isolated molecule of C20H24ClN3O3S, with properties calculated with ωB97M-V/def2-TZVPD.

Orbital gap   8.63 eV
Strongest force on any atom   0.73 eV Å⁻¹
Structure (SMILES)   COCc1csc(C(=O)N2CCC[C@@H](NC(=O)c3ccc(Cl)c(N)c3)[C@@H]2C)c1
Highest occupied orbital energy   -0.3115 Eh
Relative energy (zero: lowest compared OMol25 entry of this formula, charge and spin)   33.0 kJ/mol

```
52
Properties=species:S:1:pos:R:3:lowdin_charge:R:1
C -2.626 4.841 3.204 -0.11
O -1.455 4.085 3.407 -0.18
C -1.702 2.938 4.192 -0.20
C -0.446 2.133 4.283 -0.29
C 0.134 1.716 5.447 -0.35
S 1.554 0.808 5.194 1.10
C 1.400 0.976 3.489 -0.44
C 2.405 0.390 2.591 -0.47
O 3.415 -0.125 3.013 0.11
N 2.145 0.572 1.203 -0.07
C 3.055 1.491 0.533 -0.16
C 2.353 2.084 -0.677 -0.17
C 1.860 0.963 -1.583 -0.14
C 0.980 -0.026 -0.821 -0.28
N 0.580 -1.126 -1.680 0.11
C -0.563 -1.093 -2.409 -0.43
O -1.342 -0.156 -2.366 0.07
C -0.831 -2.298 -3.265 -0.13
C 0.177 -3.129 -3.748 -0.05
C -0.159 -4.214 -4.539 -0.10
C -1.485 -4.469 -4.837 -0.60
Cl -1.883 -5.836 -5.837 0.69
C -2.514 -3.648 -4.370 -0.33
N -3.846 -3.931 -4.629 0.09
C -2.153 -2.555 -3.584 0.03
C 1.688 -0.569 0.424 -0.30
C 0.776 -1.467 1.246 -0.02
C 0.293 1.702 3.152 -0.04
H -2.358 5.698 2.590 0.09
H -3.393 4.254 2.686 0.09
H -3.039 5.198 4.155 0.09
H -2.043 3.224 5.196 0.13
H -2.502 2.342 3.731 0.13
H -0.215 1.914 6.449 0.08
H 3.343 2.268 1.242 0.13
H 3.978 0.981 0.214 0.13
H 1.510 2.693 -0.340 0.12
H 3.037 2.740 -1.221 0.11
H 1.299 1.355 -2.432 0.12
H 2.721 0.415 -1.985 0.12
H 0.067 0.478 -0.497 0.15
H 1.148 -1.956 -1.702 0.13
H 1.221 -2.921 -3.556 0.11
H 0.604 -4.866 -4.942 0.11
H -4.476 -3.150 -4.552 0.09
H -4.025 -4.520 -5.426 0.05
H -2.912 -1.880 -3.209 0.13
H 2.561 -1.161 0.083 0.16
H 0.480 -2.340 0.667 0.08
H 1.277 -1.823 2.147 0.09
H -0.127 -0.929 1.539 0.09
H 0.032 1.928 2.129 0.13
```